## i
Computed, not measured: a single C22H31N3O3S molecule, with wB97M-V/def2-TZVPD.

Its SMILES is NC(=O)C1CCN(C(=O)c2ccccc2SCC(=O)NCC2CCCCC2)CC1. As for the HOMO-LUMO gap: 9.2738 eV.

CARTESIAN COORDINATES (ANGSTROEM)
C -1.97915 2.77968 0.35565
H 4.96220 2.16190 1.41760
H 2.78336 -3.10067 1.71317
S 2.19091 1.33721 1.56098
C 0.19176 3.24027 1.34101
H -5.29138 0.73025 -1.92606
C 0.42386 -4.23618 1.02881
H -1.33136 -2.20535 0.84725
H 2.21527 3.72562 1.86716
H 2.25315 -1.41312 1.84773
C -4.81763 -0.05867 -1.33792
C 5.32706 0.94598 -1.71999
H 6.64826 1.97268 -0.38340
H -2.89943 -1.00973 -1.18987
H -5.97479 0.38853 0.42832
H -2.23485 0.66912 0.63935
C 0.10486 -1.72119 -0.68912
H 3.79368 -0.05903 -2.83617
C -2.60302 1.11238 -1.43526
H 2.35483 -3.09568 -0.69401
H -4.24869 1.79779 1.52043
C -3.35200 -0.18192 -1.74160
C -2.70242 1.46556 0.05004
C 1.69978 0.05086 -1.06268
C 1.69555 3.05891 1.17949
N 1.46328 -1.23139 -0.76033
H -3.27542 -0.40964 -2.80684
H -0.89271 -5.76683 1.30977
H 0.42435 -2.77701 2.58483
H -5.34358 -0.99302 -1.54622
H -1.22561 -4.37525 2.27921
H -4.50132 -0.53363 0.73538
H -0.53869 -1.01260 -1.21084
C -4.17447 1.57393 0.45423
H 6.06024 0.86701 -2.50841
C 4.71870 1.67782 0.48424
C 2.42152 -2.13734 -0.17154
O 1.11550 -4.81086 0.21832
C 5.65754 1.56868 -0.52701
H -1.55673 1.01980 -1.72971
H 3.43011 -1.73827 -0.28246
H -0.23829 -0.86608 1.24826
C 3.44816 1.16275 0.29257
C 4.05827 0.42416 -1.90735
H -0.09577 2.09689 -0.34192
O -0.27331 3.89949 2.24950
N -0.54146 2.63566 0.39367
H -4.63470 2.39995 -0.09277
O 0.83071 0.82249 -1.45486
C 0.65189 -2.80624 1.51377
H 0.05566 -2.69422 -1.18667
N -0.66682 -4.82239 1.57531
H -2.25336 3.53000 -0.39711
H -3.04182 1.92324 -2.02195
C 3.11363 0.52229 -0.89554
H 1.99435 3.25442 0.15082
C -4.92561 0.28225 0.14473
C 2.10138 -2.35171 1.30982
C -0.30134 -1.85046 0.77857
H -2.27408 3.16089 1.33761

## ii
Computed, not measured: a single C22H31N3O3S molecule, with wB97M-V/def2-TZVPD.

As for the HOMO-LUMO gap: 8.6806 eV.

CARTESIAN COORDINATES (ANGSTROEM)
C -0.75002 2.67176 1.51821
H -0.09004 2.45689 2.35708
H 5.12133 2.12614 0.64400
C -4.86016 -1.40892 -0.13285
H 4.94956 -0.85815 3.52242
H 6.31828 -2.47163 1.07821
C -3.15770 0.22074 0.55302
H 3.33425 -2.26862 0.48959
N 2.63555 1.25385 -1.48766
H -1.47373 3.42565 1.81410
C 5.44505 -2.56384 0.42876
N -2.12498 -0.55184 0.36806
H 6.53700 -1.97006 -1.34832
C -1.03449 0.20241 0.70542
O 1.93757 -1.42990 -1.24021
H -7.66384 1.14537 0.52777
C 5.62376 -1.70156 -0.81405
H 6.56981 -0.02950 0.18984
O 0.95704 2.73997 -1.15054
H 1.09601 0.40330 0.76037
C 1.35026 1.63734 -1.49052
H 2.84679 0.25633 -1.51289
H 6.24349 -0.60290 2.35493
C -1.46310 1.44650 1.08626
H 4.77005 -1.85809 -1.47511
H -0.14956 3.05838 0.69342
O -2.81543 1.45165 0.99329
H -8.75859 -1.59488 -1.37622
C 0.32920 -0.34720 0.58677
H -6.41991 -2.74386 -0.70734
C -7.20482 -0.84289 -0.11658
H -4.05938 -2.10867 -0.31137
H 0.63193 0.35130 -3.05678
H 3.28361 3.10144 -0.83947
C -8.62888 -1.24035 -0.35465
H 5.74881 0.38330 -1.32218
C -5.56264 0.78598 0.56392
H 5.23163 0.75173 2.85731
H 4.03219 -2.68819 2.06657
C 5.67140 -0.22841 -0.42083
C -4.54039 -0.13089 0.32834
H 5.34924 -3.61414 0.14788
C 4.23332 -0.61590 1.49921
C -6.87786 0.42723 0.34201
H -9.30231 -0.40384 -0.18703
C 4.21915 1.55594 0.36456
C 3.68873 2.09637 -0.97426
H 4.49240 2.13636 -1.71525
S 0.52112 -1.04389 -1.12695
C 5.23329 -0.31178 2.62644
H -8.91044 -2.05223 0.31537
H -0.63007 0.91689 -1.93361
C 4.18429 -2.10863 1.15436
H 3.45992 1.73060 1.13183
H 0.47930 -1.19944 1.25032
C -6.17656 -1.75344 -0.35018
N 4.44931 0.13155 0.27112
H 3.23760 -0.32786 1.86472
C 0.39998 0.57775 -2.01630
H -5.31852 1.77557 0.91969

i takes first place; second place is 213.2 kJ/mol up.

## i
Computed, not measured: a gas-phase ion, C5H13N2O (charge -1), with wB97M-V/def2-TZVPD.

Its SMILES is CNC[C@H](N)CC[O-]. As for the HOMO-LUMO gap: 6.4573 eV. The total charge is -1.

CARTESIAN COORDINATES (ANGSTROEM)
H -2.61299 -0.40084 -1.12216
H -1.11367 1.26468 -0.13228
C 0.64879 0.31696 -0.79520
C 1.14378 -0.94863 2.20071
H 0.89258 -2.00577 2.29605
H 1.17732 0.91610 -0.05270
H 1.80687 -0.75496 1.34102
C -0.81040 0.20636 -0.30371
C -0.97922 -0.56384 1.01077
O 0.12755 0.64497 -3.19218
C 0.73970 1.16585 -2.10057
N -0.11284 -0.19566 2.13059
H 1.83053 1.31965 -2.26271
H -2.01050 -0.43496 1.35040
H -1.29317 -0.11969 -2.23909
H 0.28621 2.14593 -1.79912
H 1.00111 -0.69791 -0.99071
N -1.62184 -0.46187 -1.30872
H 0.07905 0.79641 2.10032
H -0.87968 -1.62653 0.79914
H 1.70082 -0.56624 3.07017

## ii
Computed, not measured: a gas-phase ion, C5H13N2O (charge -1), with wB97M-V/def2-TZVPD.

Its SMILES is NCCC[C@@H](N)C[O-]. As for the HOMO-LUMO gap: 6.2676 eV. The total charge is -1.

CARTESIAN COORDINATES (ANGSTROEM)
C 0.76177 -0.79604 -0.99349
N 0.77525 0.57263 -3.06519
C -0.58751 0.15920 1.00022
H 1.43525 0.19200 0.93261
H -1.48733 0.84487 0.59517
H -0.11182 -1.65930 1.81788
C 0.67587 0.20556 0.18625
H 0.62288 0.89277 2.93266
N -0.93866 -1.28891 1.36714
H 1.71655 -1.09465 -1.27505
H 1.28445 1.23508 -2.65506
H 0.60237 1.18486 -0.36849
H 0.02914 1.02677 -3.54374
O -1.16090 0.08199 3.32212
H -0.86890 1.95204 2.51254
C -0.01228 -0.36392 -2.22991
C -0.43158 0.86384 2.50252
H -0.08140 -1.26353 -2.77568
H -1.54054 -1.17409 2.11270
H 0.30212 -1.79542 -0.60622
H -0.98472 0.22428 -1.76898

i takes first place; second place is 181.3 kJ/mol up.

## i
Computed, not measured: a single C7H8INO2 molecule, with wB97M-V/def2-TZVPD.

Its SMILES is C[C@H]1C(I)=CC=C[C@H]1[N+](=O)[O-]. As for the HOMO-LUMO gap: 8.8435 eV.

CARTESIAN COORDINATES (ANGSTROEM)
H -0.99028 -2.01430 -0.91234
H 0.08283 -0.74890 1.65610
H -1.77889 0.47726 0.89687
O -2.51207 0.19963 -1.33236
C 1.35725 -0.59708 0.00912
C -0.03692 -0.73003 0.55991
H -0.62679 2.66382 0.85768
C 1.91501 0.60738 -0.15001
I 2.44287 -2.30205 -0.60345
C -0.77915 -1.99684 0.15363
H 2.90064 0.72956 -0.56983
C -0.08654 1.78307 0.54857
H -1.72015 -2.06800 0.69466
N -1.40839 0.65126 -1.15257
H -0.18654 -2.87501 0.39902
O -0.70338 1.16399 -1.97793
C -0.87998 0.54391 0.27803
H 1.79355 2.70989 0.36923
C 1.21693 1.80244 0.27569

## ii
Computed, not measured: a single C7H8INO2 molecule, with wB97M-V/def2-TZVPD.

Its SMILES is CC1=C[C@@](I)([N+](=O)[O-])CC=C1. As for the HOMO-LUMO gap: 9.0060 eV.

CARTESIAN COORDINATES (ANGSTROEM)
C 1.13743 0.97806 0.69456
H -0.23401 -1.16118 2.00218
H 0.29549 1.41934 2.63115
C -0.84869 -0.22686 1.64062
C -1.42504 -0.43757 0.31852
C 1.01036 0.40202 -0.59921
H 1.43975 1.17495 -2.38050
O -1.25567 -2.72896 0.20077
N -1.91613 -1.72515 -0.11429
H 2.32446 -0.15435 -2.30038
H 2.88658 1.24576 -1.36082
H -1.53702 -0.06457 2.51010
H 1.88403 1.74193 0.57373
C -0.03597 -0.35500 -0.93892
I -2.80843 1.10366 -0.14215
C 2.03622 0.58829 -1.69105
H -0.29570 -0.82506 -1.89350
O -2.89304 -1.81220 -0.82615
C 0.23538 0.83689 1.67533

i takes first place; second place is 220.0 kJ/mol up.

## i
Computed, not measured: a single C4H9FO molecule, with wB97M-V/def2-TZVPD.

Its SMILES is CO[C@@H](C)CF. As for the HOMO-LUMO gap: 10.7644 eV.

CARTESIAN COORDINATES (ANGSTROEM)
H 1.13458 0.35696 0.33691
F -1.07568 -0.95108 2.39468
C 0.09438 -0.06154 0.51315
H 0.58404 -1.84284 1.70289
H 1.72927 -0.70246 -1.57661
H 0.69276 -1.84082 -2.22053
H -1.00255 1.58355 1.35769
H -1.99984 0.46447 0.33296
C 0.69334 -0.89530 -1.72865
C 0.14964 -0.76959 1.89761
O -0.07407 -1.08782 -0.44233
H -0.97717 1.63655 -0.43492
C -1.09896 0.96035 0.39769
H 0.72284 -0.13856 2.55120
H 0.24428 -0.07935 -2.21632

## ii
Computed, not measured: a molecular structure, C4H9FO, with wB97M-V/def2-TZVPD.

As for the HOMO-LUMO gap: 10.0127 eV.

CARTESIAN COORDINATES (ANGSTROEM)
H 1.12161 1.88496 0.26826
H -2.73223 0.55881 0.15469
C -1.13156 -0.63236 -0.34628
H -0.58524 1.86278 0.60372
H 2.00368 -1.70704 1.49061
H 1.31158 -1.70737 -1.31453
H 2.48265 0.29161 -0.20654
C 1.52333 -0.83730 -0.11402
H 0.07136 1.70410 -0.96264
H -1.21654 -0.00600 -1.42947
H -0.99605 -1.97718 -0.59200
C 0.18724 1.33617 0.12089
O -2.32412 -0.37477 0.48743
C 0.20856 -0.12185 0.18421
F 0.07574 -0.27455 1.65566

i takes first place; second place is 706.9 kJ/mol up.

## i
Computed, not measured: a molecular structure, C17H27NO3, with wB97M-V/def2-TZVPD.

As for the HOMO-LUMO gap: 8.6771 eV.

CARTESIAN COORDINATES (ANGSTROEM)
C -1.02525 -0.22691 4.20195
C 2.87524 0.15169 -3.05253
H -0.65823 -1.61275 -1.07901
C 2.16944 -0.10231 2.05780
C 2.28144 -0.77996 -0.44783
H -1.84547 2.13828 -1.29599
H 1.15992 3.14264 -4.11114
H 0.68858 2.47242 -1.96828
H -2.69531 1.86669 0.85083
H -0.29596 -0.76507 5.10612
C 1.38622 1.93679 -2.58452
O -2.27968 -0.20592 1.30389
H -2.75766 -1.47900 4.33123
H 1.90800 0.87345 1.63594
H -0.37761 0.39944 2.24574
H 3.05054 -0.20138 2.14571
H 3.45914 -1.17908 -2.74242
H -1.38824 0.53856 4.59163
H 2.33047 2.00146 -5.82109
C 3.09642 0.50362 -4.28709
H 3.32216 -0.72817 -0.30287
H 0.69772 -1.28320 0.92928
H -3.77985 0.53266 0.21618
C -2.17408 -0.85574 3.48689
O 1.60322 -0.92870 4.21253
C -2.94961 -0.20184 2.46027
H 3.62819 -0.10251 -4.92749
H -2.98587 -0.23535 -2.22169
C -1.77273 0.84439 -0.62541
O 1.65185 0.35467 -0.93449
C -2.09174 -0.20025 -1.71840
H -1.63748 -2.02709 3.05043
H -1.55573 0.14378 -2.83335
H 1.89825 -1.70077 -1.08353
N 0.24332 0.10284 3.22261
C 1.53335 2.21569 -3.94500
C 2.01397 0.55767 -2.05477
H -2.03051 -2.27310 -2.05649
C -1.62467 -1.48168 -1.31256
H -2.25055 -1.77484 -0.41069
C -2.75155 0.74635 0.45943
C 1.43694 -0.42542 3.20424
H -0.75599 0.92670 -0.56148
H -3.75676 -0.81302 2.26275
H 2.01316 -2.28709 1.25549
H -3.17319 0.95895 3.00657
C 1.67380 -1.31428 0.93734
C 2.49238 1.77668 -4.79671

## ii
Computed, not measured: a single C17H27NO3 molecule, with wB97M-V/def2-TZVPD.

Its SMILES is CCCCCCCCC(=O)NCc1ccc(O)c(OC)c1. As for the HOMO-LUMO gap: 8.8985 eV.

CARTESIAN COORDINATES (ANGSTROEM)
O 0.70783 -1.57204 0.03230
H 4.28011 6.10459 2.45681
C -0.20561 0.88917 0.97204
H 0.26396 -1.51445 -5.60075
H -2.31129 -4.16297 -5.74310
H 3.19898 6.77563 3.67770
C 0.10866 -1.94457 -4.61246
H 0.21305 1.04134 -0.02421
C -2.25166 -5.17777 -1.57095
C 1.90509 4.66263 2.42048
C -0.92044 2.15635 1.43196
C -0.42960 -1.56489 0.45279
H 1.77438 2.53318 2.19982
C -0.02797 3.39713 1.39158
H 3.70575 3.79696 3.21509
H 1.04429 -2.38340 -4.25414
C -2.27613 -4.59794 -3.90135
H 0.35959 -3.92589 0.02969
H 0.68034 3.19982 3.41307
H -1.05015 -4.75578 0.74452
C -0.73239 -3.97294 0.05151
C -0.78809 -3.45836 -2.38551
C -1.28308 -3.63039 -3.66279
C -1.14614 -0.31176 0.93362
C 3.04085 4.63387 3.44045
H 4.64295 5.88908 4.16996
H 2.32069 4.83067 1.42403
H -1.56009 -0.49967 1.92725
O -2.76827 -4.77944 -5.15455
H 2.62577 4.46661 4.43718
H -1.29336 2.01464 2.44955
H -0.21137 -1.16048 -3.91983
H -3.50872 -6.10142 -3.05405
H -1.98119 -0.11387 0.25496
H -2.63026 -5.78207 -0.76014
C -2.74894 -5.36412 -2.85133
H 0.62262 0.65735 1.64159
H -2.15587 -2.60568 0.79631
H -0.64661 4.27842 1.58055
C 3.84074 5.93072 3.43675
H 0.39688 3.50175 0.39070
H -0.02344 -2.72764 -2.17642
C 1.10201 3.36408 2.41828
H -1.78547 2.32747 0.78513
N -1.18029 -2.68737 0.55797
H 1.24022 5.50035 2.64575
O -0.88824 -2.92392 -4.77570
C -1.27005 -4.23299 -1.33213

ii takes first place; second place is 1607.1 kJ/mol up.

## i
Computed, not measured: a single C4H7FN2 molecule, with wB97M-V/def2-TZVPD.

Its SMILES is CN1C=C[C@H](F)N1. As for the HOMO-LUMO gap: 8.8578 eV.

CARTESIAN COORDINATES (ANGSTROEM)
H -0.83005 0.64645 -2.48644
H -1.20760 -1.18203 2.10725
H 1.28236 1.18309 0.24159
H -2.08237 -0.35038 -0.38312
H 0.97491 0.74220 -2.30230
C -0.01561 0.32054 -1.98435
C -0.77317 -0.67926 1.37619
C -1.20269 -0.19858 0.18260
N 1.01900 0.23039 0.22020
H 1.41701 -0.88495 1.96675
F 0.82711 0.84881 2.53093
C 0.71474 -0.21485 1.52872
H 0.03649 -0.81819 -2.49376
N -0.16012 0.35675 -0.50425

## ii
Computed, not measured: a single C4H7FN2 molecule, with wB97M-V/def2-TZVPD.

Its SMILES is [H]/N=C\N(C)/C=C\F. As for the HOMO-LUMO gap: 9.4289 eV.

CARTESIAN COORDINATES (ANGSTROEM)
H 0.80415 1.83240 -0.77753
H -2.14264 -1.71407 0.19930
H 0.74611 1.89226 0.94436
C 0.17345 1.71125 0.05590
H -0.54837 2.54605 0.07325
N -0.48174 0.36574 -0.02638
C 1.57067 -1.01248 0.04492
C -1.81889 0.22980 -0.02608
H 2.04115 -2.02111 0.14757
H -0.42270 -1.66688 0.13219
F 2.45006 0.00648 -0.05124
H -2.32412 1.18973 -0.15299
C 0.27388 -0.81946 -0.05193
N -2.57523 -0.76165 -0.00817

ii takes first place; second place is 98.0 kJ/mol up.

## i
Computed, not measured: a molecular structure, C5H6ClNO, with wB97M-V/def2-TZVPD.

As for the HOMO-LUMO gap: 10.9660 eV.

CARTESIAN COORDINATES (ANGSTROEM)
N -0.26960 -2.51562 -0.24035
C 0.29392 -1.49400 -1.03996
O 0.40152 -0.49168 1.10376
H 0.12256 -2.51370 0.70359
C -0.85979 -0.12473 0.47132
C 0.96209 -0.34501 -0.24809
H 0.52748 -1.68540 -2.10405
H 2.06801 -0.23498 -0.28026
C -1.05603 -1.32983 -0.46588
H -1.64608 0.22225 1.15467
H -0.44800 1.05025 -1.47221
C -0.06079 0.85341 -0.45380
H -1.94727 -1.41922 -1.09153
Cl 0.25423 2.39791 0.37415

## ii
Computed, not measured: a single C5H6ClNO molecule, with wB97M-V/def2-TZVPD.

Its SMILES is C=C(Cl)[C@@H]1CN1C=O. As for the HOMO-LUMO gap: 10.8090 eV.

CARTESIAN COORDINATES (ANGSTROEM)
C 0.19308 0.34522 -0.87150
H -1.63108 1.73979 -1.03605
C -1.34662 -1.48422 -0.08739
C 1.54292 0.60032 1.19314
H -1.21066 1.05309 0.62932
H 2.36247 0.30025 1.88480
H 0.56470 0.58700 -1.84854
C -1.12681 0.99081 -0.45428
N -1.05656 -0.39225 -0.93438
Cl 2.28851 -1.30917 -0.40800
C 1.26751 -0.02491 0.07253
H -0.62717 -2.24194 -0.36394
O -2.20594 -1.63243 0.75710
H 0.98565 1.46843 1.46718

ii takes first place; second place is 86.5 kJ/mol up.

## i
Computed, not measured: a single CH4NOPS molecule, with wB97M-V/def2-TZVPD.

Its SMILES is O=C(P)NS. As for the HOMO-LUMO gap: 9.0634 eV.

CARTESIAN COORDINATES (ANGSTROEM)
C 0.46170 -0.30957 0.38045
H -1.64996 -1.45911 0.01586
H 0.11872 -2.70131 0.67418
O 1.60194 -0.13810 0.37723
P -0.68319 -1.57870 1.05755
H -0.65288 1.59721 0.52052
S 0.21984 1.51881 -1.62703
N -0.64261 0.94092 -0.32608
H 1.22644 2.12983 -1.07267

## ii
Computed, not measured: a single CH4NOPS molecule, with wB97M-V/def2-TZVPD.

Its SMILES is O=C(P)NS. As for the HOMO-LUMO gap: 9.4590 eV.

CARTESIAN COORDINATES (ANGSTROEM)
H 2.11282 -1.07728 0.76063
N -0.77269 -0.48894 0.32848
O -0.21289 1.16043 -1.19520
H 2.21927 0.93903 0.37413
H -2.27815 1.07639 -0.27934
P 1.95144 -0.20233 -0.33694
S -2.44344 -0.27816 0.10795
C 0.09523 0.24600 -0.43350
H -0.67159 -1.37514 0.67379

## iii
Computed, not measured: a molecular structure, CH4NOPS, with wB97M-V/def2-TZVPD.

As for the HOMO-LUMO gap: 9.0508 eV.

CARTESIAN COORDINATES (ANGSTROEM)
H 1.55493 0.10862 -0.53595
H -1.54748 1.33915 0.56039
P -0.01283 0.29023 1.36649
O -0.08899 -0.68471 -1.59525
C 1.47161 -0.08494 0.47940
N -0.84783 1.01401 -0.02672
H 2.30640 -0.78922 0.83678
H -1.50320 -0.97178 0.00122
S -1.33261 -0.22134 -1.08636

ii takes first place; second place is 102.7 kJ/mol up.